(a)
A structure of composition C67H49ClI4N4O3SiY, computed with wB97M-V/def2-TZVPD.

Output
**LUMO energy (spin up / spin down)**: 1.479 / 1.229 eV
**Highest occupied orbital energy (spin up / spin down)**: -2.830 / -4.202 eV
**Orbital gap (spin up / spin down)**: 4.3 / 5.4 eV

Structure (ORCA input):
```
! RIJCOSX wB97M-V def2-TZVPD def2/J DEFGRID3
* xyz -1 1
Y 0.4523 -0.8498 0.0012
I 5.2439 -5.9786 -7.1522
C 4.1333 -5.0611 -5.5978
C 4.7890 -4.6522 -4.4510
C 4.0604 -4.0390 -3.4499
C 2.6895 -3.8083 -3.5854
C 2.0552 -4.2526 -4.7450
C 2.7719 -4.8803 -5.7495
C 2.0059 -3.0060 -2.5498
C 1.5909 -1.7267 -2.9354
C 1.6131 -1.2126 -4.2854
C 1.3230 0.1070 -4.2163
C 1.1718 0.4284 -2.8164
C 1.2607 1.7180 -2.3024
C 1.3738 2.8119 -3.2880
C 0.2933 3.2162 -4.0644
C 0.4266 4.2500 -4.9745
C 1.6536 4.8690 -5.1159
I 1.8674 6.4649 -6.4865
C 2.7550 4.4566 -4.3881
C 2.6076 3.4301 -3.4769
C 1.4683 2.0719 -0.9450
N 1.2707 1.2484 0.1309
C 1.5986 1.9626 1.2457
C 1.5160 1.4882 2.5838
C 1.7480 2.4652 3.6526
C 1.0792 3.6927 3.6797
C 1.3191 4.6217 4.6729
C 2.2389 4.3303 5.6649
I 2.6180 5.7520 7.1925
C 2.9255 3.1301 5.6671
C 2.6817 2.2130 4.6636
C 1.3348 0.1444 2.9321
C 1.2349 -0.3538 4.2811
C 1.2763 -1.7064 4.2081
C 1.3701 -2.0528 2.8114
N 1.3535 -0.9060 2.0609
C 1.6098 -3.3360 2.3157
C 1.8005 -3.6753 0.9537
C 2.2207 -4.9529 0.4750
C 2.3698 -4.8391 -0.8784
C 2.0031 -3.5034 -1.2230
N 1.6435 -2.8167 -0.1014
C 1.8561 -4.3974 3.3150
C 3.1318 -4.9491 3.4157
C 3.4269 -5.9313 4.3419
C 2.4290 -6.3845 5.1845
I 2.8577 -7.9211 6.5859
C 1.1569 -5.8497 5.1223
C 0.8811 -4.8573 4.1973
C 2.0540 3.2562 0.8672
C 1.9514 3.3315 -0.4957
N 1.2780 -0.7175 -2.0752
H 5.8557 -4.7977 -4.3466
H 4.5633 -3.6972 -2.5575
H 0.9917 -4.1012 -4.8601
H 2.2702 -5.2229 -6.6434
H 1.8381 -1.7832 -5.1654
H 1.2616 0.8146 -5.0247
H -0.6620 2.7258 -3.9481
H -0.4265 4.5659 -5.5563
H 3.7220 4.9183 -4.5221
H 3.4588 3.0892 -2.9041
H 0.3566 3.9144 2.9082
H 0.7882 5.5620 4.6759
H 3.6486 2.9109 6.4396
H 3.2437 1.2919 4.6402
H 1.1330 0.2492 5.1648
H 1.2515 -2.4061 5.0255
H 2.3850 -5.8259 1.0767
H 2.6693 -5.6003 -1.5764
H 3.9095 -4.5855 2.7628
H 4.4263 -6.3371 4.4025
H 0.3782 -6.2031 5.7838
H -0.1145 -4.4464 4.1648
H 2.4304 4.0140 1.5263
H 2.2154 4.1649 -1.1178
Cl -5.7411 -1.8103 -4.4448
C -4.4211 -1.7356 -3.3151
C -4.0893 -2.8846 -2.6023
C -3.0350 -2.8208 -1.7113
C -2.3293 -1.6347 -1.4527
O -1.3365 -1.6280 -0.6271
C -2.7507 -0.4285 -2.1417
C -2.2452 0.8322 -1.9091
O -1.5139 1.2482 -0.8170
C -3.7717 -0.5474 -3.1266
H -4.6388 -3.7998 -2.7617
H -2.7160 -3.7075 -1.1866
H -2.5826 1.6341 -2.5522
H -4.0527 0.3301 -3.6917
C -5.1224 3.3037 3.0171
C -3.8065 3.6485 3.2740
C -2.8446 3.4680 2.3004
C -3.1507 2.9217 1.0553
C -4.4796 2.5748 0.8227
C -5.4537 2.7627 1.7868
Si -1.7599 2.7782 -0.2302
C -2.1806 4.0296 -1.6100
C -3.3741 3.9530 -2.3289
C -3.6812 4.8565 -3.3307
C -2.8099 5.8912 -3.6195
C -1.6312 6.0075 -2.9039
C -1.3204 5.0819 -1.9221
H -5.8782 3.4471 3.7764
H -3.5370 4.0639 4.2351
H -1.8244 3.7435 2.5140
H -4.7650 2.1329 -0.1191
H -6.4798 2.4951 1.5783
H -0.5216 3.1511 0.4124
H -4.0824 3.1664 -2.1145
H -4.5982 4.7489 -3.8943
H -3.0584 6.6107 -4.3871
H -0.9531 6.8194 -3.1309
H -0.3843 5.1746 -1.3930
C -1.7157 -3.8458 1.7737
C -1.8626 -2.6463 2.6996
O -1.5662 -1.4235 2.0333
C -2.6416 -0.5047 2.0197
C -2.8924 0.1225 3.3901
H -2.5363 -3.8843 1.0646
H -1.7142 -4.7641 2.3553
H -0.7810 -3.7675 1.2246
H -1.1644 -2.7274 3.5411
H -2.8815 -2.6146 3.1002
H -3.5509 -1.0006 1.6466
H -2.3498 0.2764 1.3138
H -3.1482 -0.6341 4.1306
H -3.7137 0.8307 3.3203
H -1.9958 0.6423 3.7227
*
```



(b)
A structure of composition C67H49ClI4N4O3SiY, computed with wB97M-V/def2-TZVPD.

Output
**LUMO energy (spin up / spin down)**: 1.673 / 1.128 eV
**Highest occupied orbital energy (spin up / spin down)**: -3.036 / -4.240 eV
**Orbital gap (spin up / spin down)**: 4.7 / 5.4 eV

Structure (ORCA input):
```
! RIJCOSX wB97M-V def2-TZVPD def2/J DEFGRID3
* xyz -1 1
Y 0.7633 0.5298 0.3105
I 3.2531 10.2024 -0.9311
C 2.7702 8.1838 -0.6525
C 2.7241 7.6628 0.6335
C 2.3924 6.3255 0.8084
C 2.1006 5.5001 -0.2784
C 2.1759 6.0493 -1.5548
C 2.5032 7.3876 -1.7526
C 1.6960 4.0791 -0.0535
C 0.3894 3.7292 -0.3389
C -0.6256 4.6126 -0.9117
C -1.7978 3.9591 -0.8798
C -1.5598 2.6663 -0.2412
C -2.5512 1.8740 0.2954
C -3.9620 2.2888 -0.0032
C -4.4855 2.1105 -1.2798
C -5.7862 2.4944 -1.5936
C -6.5750 3.0604 -0.6087
I -8.5487 3.6008 -1.0541
C -6.0796 3.2699 0.6718
C -4.7743 2.8872 0.9629
C -2.3612 0.7792 1.2237
N -1.1697 0.1248 1.4485
C -1.3973 -0.8285 2.4070
C -0.4071 -1.7557 2.9094
C -0.9084 -2.8700 3.7643
C -1.9075 -3.7316 3.3065
C -2.3889 -4.7762 4.0845
C -1.8656 -4.9674 5.3541
I -2.5790 -6.5366 6.5406
C -0.8846 -4.1245 5.8498
C -0.4202 -3.0813 5.0544
C 0.9581 -1.6401 2.7115
C 1.9699 -2.5729 3.2064
C 3.1733 -2.0181 2.9799
C 2.9477 -0.7474 2.3007
N 1.5918 -0.5797 2.1104
C 3.9187 0.1989 2.0328
C 3.6960 1.4859 1.4467
C 4.6638 2.5169 1.3362
C 4.0294 3.6051 0.7823
C 2.6799 3.2257 0.5417
N 2.4986 1.9275 0.9321
C 5.3059 -0.0779 2.5286
C 5.8208 0.6473 3.6064
C 7.0941 0.4031 4.1048
C 7.8701 -0.5850 3.5158
I 9.7941 -0.9593 4.2475
C 7.3896 -1.3238 2.4485
C 6.1115 -1.0616 1.9635
C -2.7424 -0.7547 2.8261
C -3.3517 0.2358 2.0692
N -0.2055 2.5427 0.0090
H 2.9347 8.2904 1.4884
H 2.3493 5.9073 1.8086
H 1.9803 5.4134 -2.4121
H 2.5572 7.7951 -2.7535
H -0.4547 5.6187 -1.2663
H -2.7585 4.3260 -1.2051
H -3.8633 1.6544 -2.0444
H -6.1755 2.3329 -2.5910
H -6.6949 3.7330 1.4327
H -4.3711 3.0588 1.9542
H -2.3132 -3.5765 2.3127
H -3.1589 -5.4342 3.7006
H -0.4889 -4.2670 6.8469
H 0.3273 -2.4022 5.4500
H 1.7718 -3.5268 3.6719
H 4.1362 -2.4228 3.2525
H 5.7018 2.4453 1.6284
H 4.4605 4.5663 0.5468
H 5.2017 1.4109 4.0673
H 7.4691 0.9716 4.9459
H 7.9991 -2.0910 1.9896
H 5.7401 -1.6372 1.1222
H -3.1996 -1.3500 3.6048
H -4.3826 0.5550 2.1302
Cl 0.0755 1.2909 -7.3543
C 0.4317 0.9712 -5.6636
C 1.7572 0.9917 -5.2267
C 2.0239 0.7630 -3.8865
C 1.0133 0.4935 -2.9559
O 1.2914 0.3636 -1.6872
C -0.3366 0.3915 -3.4310
C -1.4512 0.0189 -2.6552
O -1.4111 -0.5895 -1.4198
C -0.5909 0.6930 -4.7980
H 2.5539 1.2066 -5.9268
H 3.0381 0.8385 -3.5075
H -2.4406 0.0990 -3.0924
H -1.6140 0.6726 -5.1588
C -1.9664 -5.9889 -2.8261
C -2.2303 -5.8047 -1.4748
C -2.3571 -4.5160 -0.9637
C -2.2488 -3.3951 -1.7917
C -1.9801 -3.6013 -3.1510
C -1.8318 -4.8839 -3.6633
Si -2.5971 -1.7262 -1.0427
C -4.2816 -1.1874 -1.6236
C -4.6570 -1.1062 -2.9720
C -5.9398 -0.7174 -3.3350
C -6.8811 -0.4217 -2.3506
C -6.5325 -0.5185 -1.0099
C -5.2424 -0.8922 -0.6540
H -1.8547 -6.9904 -3.2256
H -2.3205 -6.6605 -0.8153
H -2.5549 -4.3828 0.0986
H -1.8670 -2.7508 -3.8230
H -1.6209 -5.0231 -4.7180
H -2.6300 -1.8867 0.4196
H -3.9472 -1.3551 -3.7578
H -6.2061 -0.6454 -4.3833
H -7.8843 -0.1207 -2.6309
H -7.2599 -0.2836 -0.2416
H -4.9692 -0.9358 0.3993
C 4.2748 -1.0304 -1.2702
C 3.5656 -2.2151 -0.6467
O 2.1763 -1.9510 -0.4941
C 1.3587 -2.8301 -1.2469
C 1.3386 -4.2199 -0.6515
H 4.0021 -0.9311 -2.3239
H 5.3607 -1.1650 -1.2005
H 4.0095 -0.1025 -0.7614
H 3.9746 -2.4561 0.3339
H 3.6951 -3.0964 -1.2817
H 1.6961 -2.8500 -2.2886
H 0.3623 -2.3988 -1.2398
H 2.3408 -4.6559 -0.6250
H 0.6987 -4.8703 -1.2481
H 0.9519 -4.1829 0.3718
*
```



Which of them is least stable? Easy: (a).



(a)
The ion C6H9O2 with charge -1, computed with wB97M-V/def2-TZVPD.

Output
**LUMO energy**: 3.982 eV
**Highest occupied orbital energy**: -3.644 eV
**Orbital gap**: 7.6 eV

Structure (ORCA input):
```
! RIJCOSX wB97M-V def2-TZVPD def2/J DEFGRID3
* xyz -1 1
C -1.8876 -1.5289 -2.0104
C -0.5048 -1.5414 -1.6036
C 0.1834 -0.4287 -1.2380
C 1.4287 -0.2746 -0.3471
C 1.3592 1.0444 0.4596
C 0.1438 1.0384 1.4586
O -0.8441 0.5060 0.9765
O 0.2806 1.4060 2.5858
H -2.5238 -1.5371 -1.0563
H -2.0063 -2.4198 -2.6915
H -2.1364 -0.6033 -2.4686
H -0.1127 -2.5735 -1.6287
H -0.3447 0.5078 -1.5427
H 2.4309 -0.2450 -0.7066
H 1.2875 -1.1488 0.4044
H 2.3224 0.9554 1.0725
H 1.2545 1.9137 -0.1959
*
```



(b)
A cluster of 2 separate species, C6H9O2 in total, computed with wB97M-V/def2-TZVPD.

Output
**LUMO energy**: 2.394 eV
**Highest occupied orbital energy**: -3.628 eV
**Orbital gap**: 6.0 eV

Structure (ORCA input):
```
! RIJCOSX wB97M-V def2-TZVPD def2/J DEFGRID3
* xyz -1 1
O -1.9493 0.7427 1.1728
C -1.9123 0.2728 0.0354
O -2.8135 0.1344 -0.8364
C -0.5638 -0.3502 -0.4659
C 0.5990 0.0739 0.3133
C 1.9274 -0.2885 0.0711
C 1.8548 -1.7087 0.3372
C 3.0184 0.4087 -0.4145
H -0.3914 0.0564 -1.4750
H -0.6955 -1.4260 -0.5790
H 0.4186 1.0941 0.6492
H -0.9068 2.7689 -0.5895
H 0.9384 -2.1488 0.7173
H 2.7351 -2.1539 0.7878
H 4.0450 0.2573 -0.1369
H 2.8285 1.3968 -0.8662
H -0.3090 3.1931 -0.6176
*
```



Which of them is least stable? Easy: (b).



(a)
A cluster of 2 separate species, C2H12N4 in total, computed with wB97M-V/def2-TZVPD.

Output
**LUMO energy**: 0.781 eV
**Highest occupied orbital energy**: -8.956 eV
**Orbital gap**: 9.7 eV

Structure (ORCA input):
```
! RIJCOSX wB97M-V def2-TZVPD def2/J DEFGRID3
* xyz 0 1
N 2.7695 0.7586 -0.4308
C 1.8090 0.8710 0.6950
N 0.5384 1.5135 0.4804
H 2.7616 -0.1842 -0.7923
H 2.5847 1.3533 -1.2288
H 1.5501 -0.1469 1.0175
H 2.4071 1.3217 1.4846
H 0.5330 2.1784 -0.2832
H -0.1895 0.8302 0.2979
N -2.2848 -1.1543 0.9762
C -1.9712 -1.3473 -0.4653
N -0.8695 -0.6362 -1.0381
H -1.4493 -1.2998 1.5319
H -2.4820 -0.1808 1.1889
H -1.5913 -2.3719 -0.4334
H -2.9391 -1.1936 -0.9391
H -0.0402 -1.1063 -1.3448
H -1.0837 0.2281 -1.5061
*
```



(b)
A structure of composition C2H12N4, computed with wB97M-V/def2-TZVPD.

Output
**LUMO energy**: 0.931 eV
**Highest occupied orbital energy**: -7.680 eV
**Orbital gap**: 8.6 eV

Structure (ORCA input):
```
! RIJCOSX wB97M-V def2-TZVPD def2/J DEFGRID3
* xyz 0 1
C 2.2693 -0.1325 0.6299
N 0.0648 -1.3284 0.3933
N 0.9326 -0.1615 0.0356
N -0.0043 -1.9202 -0.9351
H 0.5961 -1.9216 1.0348
H 0.3675 0.6806 0.2452
H 0.7470 -2.6168 -1.0084
H 0.7001 -0.7271 -1.1376
H 2.2233 -0.1402 1.7226
H 2.7932 0.7683 0.3110
H 2.8193 -1.0160 0.2978
C -2.0589 1.0744 -0.7772
N -1.4238 1.4204 0.5053
H -1.7276 2.3326 0.8277
H -1.6877 0.7357 1.2072
H -1.7494 0.0659 -1.0552
H -3.1544 1.1200 -0.7525
H -1.7072 1.7664 -1.5444
*
```



Which of them is least stable? Easy: (b).



(a)
A cluster of 3 separate species, C2H12N2O2 in total, computed with wB97M-V/def2-TZVPD.

Output
**LUMO energy**: 0.795 eV
**Highest occupied orbital energy**: -8.295 eV
**Orbital gap**: 9.1 eV

Structure (ORCA input):
```
! RIJCOSX wB97M-V def2-TZVPD def2/J DEFGRID3
* xyz 0 1
C -2.2446 0.0768 -0.5044
N -0.9937 -0.6353 -0.1930
C 0.1385 -0.4134 -1.0654
N 1.3775 -0.3253 -0.3371
H -2.0157 1.1213 -0.7128
H -2.8858 -0.0106 0.3833
H -2.8554 -0.4225 -1.2775
H -1.2755 -1.5294 0.1580
H 0.1710 -1.1994 -1.8340
H -0.0347 0.5717 -1.4992
H 2.0439 0.3771 -0.5611
H 1.6397 -1.1261 0.1947
O 3.4160 -2.9493 -1.2756
H 3.8885 -3.7709 -1.4777
H 4.0968 -2.2665 -1.3209
O -1.3853 4.4148 4.0355
H -2.1503 3.8367 4.0889
H -0.9309 4.2503 3.1983
*
```



(b)
A cluster of 3 separate species, C2H12N2O2 in total, computed with wB97M-V/def2-TZVPD.

Output
**LUMO energy**: 0.677 eV
**Highest occupied orbital energy**: -8.860 eV
**Orbital gap**: 9.5 eV

Structure (ORCA input):
```
! RIJCOSX wB97M-V def2-TZVPD def2/J DEFGRID3
* xyz 0 1
N -1.0788 1.5822 -0.7311
C -1.8510 0.3288 -0.7792
C -1.1432 -0.8534 0.1323
N -0.0518 -1.4649 -0.6288
H -0.0710 1.4429 -0.9155
H -1.3718 2.1880 0.0145
H -2.1003 -0.0083 -1.9311
H -2.9201 0.6266 -0.4905
H -0.6847 -0.4928 1.1068
H -1.9418 -1.5652 0.4105
H 0.8074 -1.6470 -0.1247
H 0.2775 -0.9986 -1.4363
O 2.4266 1.4054 -0.0396
H 2.0743 1.7629 0.6319
H 2.3551 1.8815 -0.8736
O 2.1014 -1.2950 2.1024
H 1.1324 -1.3442 2.3517
H 2.0397 -1.5490 1.2004
*
```



Which of them is least stable? Easy: (b).



(a)
A cluster of 3 separate species, CH7NO2 in total, computed with wB97M-V/def2-TZVPD.

Output
**LUMO energy**: -3.732 eV
**Highest occupied orbital energy**: -9.601 eV
**Orbital gap**: 5.9 eV

Structure (ORCA input):
```
! RIJCOSX wB97M-V def2-TZVPD def2/J DEFGRID3
* xyz 0 1
N 0.7215 -0.5753 -0.7856
C -0.3288 -0.1613 0.0018
O 2.2527 0.3072 0.8482
H -1.4365 -0.2887 -0.4693
H 1.5650 -0.6140 -0.1369
H -0.2021 0.9221 0.2090
H -0.3465 -0.7161 0.9417
H 2.9913 0.1676 1.4503
H 0.8940 -0.0654 -1.6437
H -3.5441 0.0702 -0.2872
O -2.6195 0.3702 -0.1630
*
```



(b)
A cluster of 3 separate species, CH7NO2 in total, computed with wB97M-V/def2-TZVPD.

Output
**LUMO energy**: 0.459 eV
**Highest occupied orbital energy**: -10.406 eV
**Orbital gap**: 10.9 eV

Structure (ORCA input):
```
! RIJCOSX wB97M-V def2-TZVPD def2/J DEFGRID3
* xyz 0 1
C 0.5358 0.0792 1.5056
N 0.1866 -1.1429 2.0003
H 1.4534 0.6065 2.0275
H -0.1066 0.7872 0.9234
H 0.6856 -1.2360 2.8912
O 0.9119 -1.9709 -1.1406
H 1.8900 -1.8953 -0.7833
H 0.4250 -1.6410 -0.3982
O -1.6006 2.6087 -1.7525
H -0.9976 3.1960 -2.2120
H -2.3617 2.6049 -2.3387
*
```



Which of them is least stable? Easy: (a).